Entry 1:
C36H45N9 | ωB97M-V with the def2-TZVPD basis set

```
! wB97M-V def2-TZVPD RIJCOSX def2/J DEFGRID3
* xyz 0 1
N 14.547 15.360 40.619
C 14.942 14.184 41.276
C 14.202 14.100 42.421
C 13.282 15.204 42.459
C 13.540 15.967 41.366
H 14.983 15.588 39.641
H 15.550 13.569 40.467
H 14.546 13.319 43.162
H 12.730 15.593 43.172
H 13.091 16.915 41.045
N 16.203 21.282 36.033
C 14.809 21.173 36.165
C 14.318 20.409 35.070
C 15.584 20.198 34.297
C 16.656 20.648 34.971
H 16.602 21.953 36.913
H 14.409 21.643 36.930
H 13.175 20.098 34.970
H 15.715 19.744 33.362
H 17.662 20.622 34.760
N 12.733 24.073 43.409
C 12.764 22.873 43.954
C 11.705 22.773 44.827
C 11.042 24.106 44.788
C 11.634 24.940 43.875
H 13.401 24.627 42.857
H 13.482 22.249 43.699
H 11.395 21.851 45.411
H 10.114 24.510 45.304
H 11.367 25.879 43.581
N 12.402 20.428 40.387
C 12.811 20.240 39.125
C 14.008 19.598 39.172
C 14.346 19.415 40.631
C 13.294 19.911 41.311
H 11.408 20.790 40.720
H 12.187 20.556 38.354
H 14.639 19.388 38.165
H 15.058 18.939 41.230
H 13.166 19.800 42.384
N 18.389 22.113 38.753
C 18.622 23.292 38.130
C 17.553 23.995 37.960
C 16.441 23.063 38.556
C 17.036 21.969 39.045
H 19.198 21.393 38.944
H 19.586 23.497 37.569
H 17.634 24.867 37.316
H 15.312 23.337 38.799
H 16.701 20.960 39.440
N 8.360 19.167 36.065
C 7.688 19.525 34.842
C 7.724 20.897 34.829
C 8.458 21.378 36.025
C 8.888 20.299 36.690
H 8.441 18.115 36.226
H 7.302 18.929 34.180
H 7.210 21.584 34.071
H 8.675 22.468 36.301
H 9.387 20.078 37.731
N 18.325 19.369 44.386
C 17.809 20.344 45.306
C 16.727 20.966 44.752
C 16.577 20.137 43.502
C 17.572 19.135 43.287
H 19.219 18.806 44.658
H 18.366 20.555 46.180
H 16.377 21.723 45.285
H 15.769 20.226 42.700
H 17.868 18.427 42.581
N 10.333 23.161 41.739
C 9.796 21.949 42.102
C 9.451 21.276 40.917
C 9.491 22.323 39.875
C 10.130 23.433 40.383
H 10.952 23.703 42.269
H 9.974 21.520 43.148
H 9.086 20.275 40.909
H 9.116 22.077 38.800
H 10.718 24.391 40.045
N 13.626 14.757 37.533
C 14.076 14.330 36.342
C 14.252 15.543 35.510
C 13.894 16.652 36.493
C 13.459 16.200 37.665
H 13.420 14.205 38.365
H 14.526 13.463 35.994
H 14.621 15.711 34.430
H 13.898 17.851 36.207
H 12.677 16.521 38.371
*
```

Total energy   -51459.8863 eV
Orbital gap   8.215 eV
Highest occupied orbital energy   -7.78 eV
Relative energy (zero: lowest compared OMol25 entry of this formula, charge and spin)   1104.5 kJ/mol
LUMO level   0.439 eV

Entry 2:
C30H32N5O2S2Tc | ωB97M-V with the def2-TZVPD basis set

```
! wB97M-V def2-TZVPD RIJCOSX def2/J DEFGRID3
* xyz 3 4
Tc -0.146 -0.664 0.043
C -1.698 -5.270 2.968
C -1.187 -4.561 1.702
C -2.302 -4.405 0.675
C -0.540 -3.259 2.098
C -1.177 -2.025 1.941
C -0.579 -0.835 2.423
C 0.686 -0.860 3.040
C 1.252 0.341 3.743
C 1.339 -2.098 3.119
C 0.734 -3.260 2.682
H -2.118 -6.239 2.701
H -2.480 -4.681 3.452
H -0.899 -5.437 3.691
H -0.396 -5.185 1.273
H -3.170 -3.889 1.093
H -2.647 -5.387 0.353
H -1.972 -3.850 -0.208
H -2.198 -1.995 1.583
H -1.194 0.053 2.522
H 2.296 0.518 3.477
H 1.235 0.160 4.820
H 0.669 1.241 3.560
H 2.315 -2.148 3.589
H 1.251 -4.205 2.802
O -3.132 -0.817 -2.577
C -2.088 -0.650 -2.039
O -1.879 -0.912 -0.715
C -0.860 -0.129 -2.720
C -0.839 0.267 -4.038
C 0.348 0.776 -4.550
C 1.462 0.865 -3.724
C 1.370 0.436 -2.414
N 0.220 -0.053 -1.926
H -1.744 0.175 -4.626
H 0.404 1.104 -5.580
H 2.400 1.265 -4.087
H 2.217 0.473 -1.741
C -0.440 -3.797 -2.936
N 0.958 -3.352 -3.009
C 1.780 -3.513 -4.109
C 3.008 -3.068 -3.764
N 2.908 -2.636 -2.460
C 1.657 -2.806 -2.007
S 1.141 -2.613 -0.351
H -0.857 -3.791 -3.939
H -1.005 -3.126 -2.298
H -0.485 -4.804 -2.527
H 1.423 -3.941 -5.031
H 3.930 -3.039 -4.319
H 3.666 -2.281 -1.896
S -0.721 5.846 1.158
C -0.734 4.140 0.863
C -1.773 3.396 0.289
C -1.608 2.048 0.087
N -0.477 1.392 0.425
C 0.537 2.110 0.956
C 0.454 3.457 1.183
C -2.412 6.364 1.111
C -3.408 5.772 1.884
C -4.671 6.347 1.879
N -4.876 7.434 1.162
C -3.968 8.042 0.428
C -2.680 7.514 0.377
H -2.701 3.859 -0.015
H -2.408 1.455 -0.334
H 1.440 1.567 1.212
H 1.296 3.978 1.621
H -3.219 4.911 2.514
H -5.493 5.954 2.467
H -4.255 8.932 -0.120
H -1.922 8.000 -0.224
*
```

Total energy   -67019.0155 eV
Orbital gap (alpha / beta)   4.755 / 3.627 eV
Highest occupied orbital energy (alpha / beta)   -15.20 / -15.19 eV
Relative energy (zero: lowest compared OMol25 entry of this formula, charge and spin)   0.0 kJ/mol
LUMO level (alpha / beta)   -10.441 / -11.566 eV

Entry 3:
C18H27N5O | ωB97M-V with the def2-TZVPD basis set

```
! wB97M-V def2-TZVPD RIJCOSX def2/J DEFGRID3
* xyz 0 1
C -2.653 -3.480 0.908
H -3.633 -3.881 0.656
H -2.695 -3.081 1.918
H -1.933 -4.296 0.890
C -2.255 -2.391 -0.086
C -2.138 -2.987 -1.487
H -1.398 -3.784 -1.497
H -3.093 -3.405 -1.799
H -1.837 -2.241 -2.219
C -3.280 -1.252 -0.036
H -3.519 -1.028 1.004
H -4.198 -1.571 -0.534
C -2.796 0.046 -0.694
N -1.595 0.581 -0.044
C -1.701 1.029 1.234
O -2.752 0.939 1.849
C -0.511 1.660 1.935
H -0.947 2.360 2.651
H -0.017 0.882 2.524
C 0.513 2.391 1.064
N 1.493 1.522 0.436
C 0.902 0.306 -0.082
C -0.384 0.575 -0.854
H -0.277 1.518 -1.404
H -0.498 -0.226 -1.588
H 0.699 -0.437 0.712
H 1.630 -0.143 -0.764
C 2.650 1.225 1.263
C 3.762 0.639 0.433
C 4.441 -0.501 0.838
C 5.471 -1.015 0.068
C 5.826 -0.398 -1.118
C 5.149 0.738 -1.531
C 4.126 1.255 -0.758
H 3.589 2.137 -1.072
H 5.423 1.223 -2.456
H 6.628 -0.800 -1.719
H 5.994 -1.902 0.395
H 4.166 -0.989 1.763
H 3.001 2.167 1.698
H 2.409 0.537 2.093
H 1.052 3.114 1.680
H -0.006 2.962 0.287
H -2.526 -0.150 -1.736
C -3.940 1.082 -0.713
N -3.544 2.306 -1.336
N -2.636 3.007 -1.037
N -1.833 3.791 -0.955
H -4.768 0.691 -1.306
H -4.284 1.268 0.309
H -1.278 -1.996 0.213
*
```

Total energy   -28600.7785 eV
Orbital gap   9.453 eV
Highest occupied orbital energy   -8.72 eV
Relative energy (zero: lowest compared OMol25 entry of this formula, charge and spin)   251.3 kJ/mol
LUMO level   0.733 eV

Entry 4:
C32H56Cl3F12N5O13 | ωB97M-V with the def2-TZVPD basis set

```
! wB97M-V def2-TZVPD RIJCOSX def2/J DEFGRID3
* xyz 0 1
C -3.917 5.402 3.759
O -4.105 4.349 3.143
N -4.802 5.992 4.578
C -4.610 7.373 4.925
C -6.115 5.403 4.828
H -2.965 5.954 3.729
H -4.467 7.612 5.979
H -5.428 7.925 4.463
H -3.728 7.858 4.506
H -6.253 4.342 4.621
H -6.177 5.481 5.914
H -7.003 5.957 4.522
C -7.128 -1.006 7.374
O -6.240 -0.286 7.747
N -7.127 -1.555 6.137
C -8.205 -2.476 5.756
C -6.053 -1.363 5.126
H -8.015 -1.131 8.014
H -8.990 -1.942 5.219
H -8.688 -2.894 6.639
H -7.919 -3.433 5.319
H -5.855 -2.317 4.639
H -6.333 -0.713 4.297
H -5.153 -0.844 5.455
C 1.150 -1.922 1.843
O 2.029 -2.197 2.704
N 1.381 -1.312 0.699
C 0.227 -0.899 -0.043
C 2.794 -0.868 0.381
H 0.092 -2.131 2.067
H 0.332 -0.947 -1.127
H 0.030 0.163 0.106
H -0.687 -1.455 0.164
H 2.985 -0.523 -0.635
H 3.124 0.013 0.931
H 3.467 -1.705 0.564
C -0.719 -4.233 8.876
O -1.329 -3.426 9.564
N -1.204 -5.373 8.276
C -0.411 -6.324 7.512
C -2.606 -5.688 8.359
H 0.327 -4.088 8.562
H 0.632 -6.013 7.576
H -0.702 -6.373 6.462
H -0.458 -7.379 7.781
H -2.827 -6.654 8.814
H -3.215 -5.017 8.964
H -2.872 -5.538 7.312
C 1.474 3.299 6.813
O 0.579 3.020 7.581
N 2.119 4.489 6.841
C 3.280 4.612 5.914
C 2.051 5.495 7.885
H 1.776 2.678 5.956
H 3.155 5.552 5.375
H 3.488 3.923 5.095
H 4.116 4.839 6.576
H 1.021 5.825 8.019
H 2.388 5.091 8.839
H 2.716 6.316 7.617
C -7.220 1.693 -3.827
C -6.900 1.761 -2.316
O -8.092 2.102 -1.694
C -8.897 1.170 -0.994
O -8.551 -0.022 -0.820
C -10.191 1.688 -0.388
F -10.121 1.744 0.933
F -10.503 2.970 -0.876
F -11.058 0.785 -0.728
H -6.379 2.065 -4.412
H -8.085 2.228 -4.218
H -7.142 0.665 -4.181
H -6.220 2.601 -2.170
H -6.533 0.864 -1.817
C 6.826 -2.722 -7.872
C 7.738 -1.521 -7.939
O 7.090 -0.458 -8.637
C 6.481 0.557 -7.877
O 6.030 0.471 -6.700
C 6.145 1.818 -8.687
F 7.068 2.755 -8.462
F 5.976 1.612 -10.030
F 4.942 2.174 -8.236
H 6.554 -3.135 -8.843
H 5.929 -2.422 -7.330
H 7.318 -3.532 -7.334
H 8.660 -1.836 -8.428
H 8.117 -1.234 -6.959
C 7.482 3.544 -0.603
C 8.668 2.998 0.191
O 8.995 1.732 -0.299
C 10.222 1.438 -0.917
O 11.051 2.307 -1.104
C 10.461 -0.153 -1.156
F 9.349 -0.750 -1.261
F 11.124 -0.412 -2.287
F 11.253 -0.609 -0.157
H 7.210 4.476 -0.107
H 6.586 2.951 -0.785
H 7.816 3.899 -1.578
H 8.533 2.874 1.266
H 9.516 3.680 0.137
C 3.358 -2.984 -13.163
C 2.597 -1.900 -12.288
O 2.154 -2.552 -11.188
C 1.548 -1.858 -10.222
O 1.391 -0.604 -10.225
C 0.718 -2.725 -9.317
F 0.788 -4.017 -9.613
F 1.082 -2.527 -8.104
F -0.568 -2.404 -9.304
H 4.096 -3.526 -12.572
H 3.973 -2.544 -13.948
H 2.739 -3.802 -13.532
H 1.865 -1.333 -12.864
H 3.321 -1.133 -12.013
C -4.062 -7.493 -1.492
Cl -3.386 -7.198 0.150
Cl -5.725 -6.830 -1.690
Cl -4.150 -9.271 -1.768
H -3.414 -7.058 -2.254
*
```

Total energy   -138332.5076 eV
Orbital gap   9.154 eV
Highest occupied orbital energy   -9.01 eV
Relative energy (zero: lowest compared OMol25 entry of this formula, charge and spin)   461.5 kJ/mol
LUMO level   0.145 eV

Entry 5:
H3O2PS | ωB97M-V with the def2-TZVPD basis set

```
! wB97M-V def2-TZVPD RIJCOSX def2/J DEFGRID3
* xyz 0 1
O 0.590 -1.087 0.550
O -1.442 -0.012 -0.436
P 0.017 0.565 -0.267
S 1.207 0.984 -1.682
H 1.579 -1.402 0.595
H -1.682 -0.372 0.394
H -0.268 1.324 0.846
*
```

Total energy   -24267.9775 eV
Orbital gap   10.485 eV
Highest occupied orbital energy   -9.80 eV
Relative energy (zero: lowest compared OMol25 entry of this formula, charge and spin)   135.2 kJ/mol
LUMO level   0.688 eV

Entry 6:
C5H9NO | ωB97M-V with the def2-TZVPD basis set

```
! wB97M-V def2-TZVPD RIJCOSX def2/J DEFGRID3
* xyz 0 1
C 0.872 1.090 -0.611
C 0.902 -1.402 -0.182
C -2.206 0.395 0.080
C 0.118 -0.107 -0.023
N -0.256 0.163 1.456
C -1.269 -0.223 -0.604
O -3.123 1.074 0.365
H 0.534 -0.063 2.052
H -0.514 1.116 1.693
H -1.504 -1.027 -1.279
H 1.850 1.191 -0.141
H 1.888 -1.306 0.271
H 0.372 -2.220 0.299
H 1.011 0.948 -1.682
H 0.306 2.008 -0.458
H 1.019 -1.636 -1.239
*
```

Total energy   -8867.0787 eV
Orbital gap   9.331 eV
Highest occupied orbital energy   -8.54 eV
Relative energy (zero: lowest compared OMol25 entry of this formula, charge and spin)   205.9 kJ/mol
LUMO level   0.790 eV

Entry 7:
C6H14N2O2 | ωB97M-V with the def2-TZVPD basis set

```
! wB97M-V def2-TZVPD RIJCOSX def2/J DEFGRID3
* xyz 0 1
C 0.782 0.608 3.268
C 2.362 0.602 -0.151
C 0.917 0.461 1.770
O -0.019 0.131 1.064
N 2.134 0.797 1.270
H 1.761 0.537 3.757
H 2.849 0.716 1.973
H 1.647 1.199 -0.710
H 0.321 1.541 3.556
H 0.181 -0.193 3.682
H 3.355 0.928 -0.445
H 2.192 -0.438 -0.432
C -2.497 0.578 -0.386
C -0.541 -1.760 -2.657
C -1.316 -0.538 -2.198
O -1.510 0.383 -2.977
N -1.792 -0.575 -0.949
H -1.713 -1.305 -0.266
H -1.983 0.851 0.524
H -1.258 -2.479 -3.033
H -2.495 1.369 -1.130
H -3.548 0.322 -0.346
H 0.217 -1.488 -3.376
H -0.047 -2.248 -1.809
*
```

Total energy   -13524.8411 eV
Orbital gap   9.623 eV
Highest occupied orbital energy   -8.97 eV
Relative energy (zero: lowest compared OMol25 entry of this formula, charge and spin)   75.6 kJ/mol
LUMO level   0.649 eV

Entry 8:
C49H45ClIrNO5PSb2 | ωB97M-V with the def2-TZVPD basis set

```
! wB97M-V def2-TZVPD RIJCOSX def2/J DEFGRID3
* xyz 2 2
Ir 1.027 0.377 -0.029
C 1.812 -3.087 -2.393
C 1.330 -4.464 -1.976
C 0.684 -4.513 -0.619
Sb -1.216 -3.104 -0.271
C -2.636 -4.689 -0.753
C -2.452 -5.440 -1.894
C -3.310 -6.495 -2.166
C -4.331 -6.803 -1.282
C -4.505 -6.050 -0.134
C -3.653 -4.989 0.136
C -2.697 -1.361 -0.695
C -2.246 -0.055 -0.584
C -3.144 0.997 -0.602
C -4.498 0.738 -0.741
C -4.950 -0.565 -0.857
C -4.052 -1.623 -0.817
Sb 0.151 -1.673 -2.504
C -0.972 -2.767 -4.003
C -0.313 -3.432 -5.029
C -1.041 -4.183 -5.938
C -2.421 -4.250 -5.838
C -3.079 -3.553 -4.838
C -2.358 -2.800 -3.928
C 0.882 1.614 -3.793
C 1.331 1.089 -5.004
C 0.762 1.526 -6.184
C -0.266 2.460 -6.160
C -0.715 2.970 -4.949
C -0.148 2.549 -3.760
H 2.303 -3.119 -3.366
H 2.508 -2.675 -1.665
H 2.209 -5.122 -1.943
H 0.663 -4.876 -2.740
H 1.334 -4.164 0.184
H 0.277 -5.495 -0.381
H -1.656 -5.210 -2.586
H -3.165 -7.075 -3.066
H -4.986 -7.639 -1.484
H -5.296 -6.290 0.561
H -3.778 -4.413 1.043
H -1.174 0.176 -0.439
H -2.791 2.012 -0.496
H -5.198 1.559 -0.755
H -6.006 -0.758 -0.963
H -4.416 -2.641 -0.888
H 0.762 -3.361 -5.130
H -0.526 -4.712 -6.724
H -2.985 -4.834 -6.548
H -4.154 -3.589 -4.763
H -2.879 -2.244 -3.158
H 2.144 0.379 -4.992
H 1.128 1.147 -7.126
H -0.715 2.789 -7.084
H -1.507 3.701 -4.931
H -0.489 2.933 -2.811
O 1.493 1.115 -2.660
C 1.435 1.746 -1.453
C 1.728 3.096 -1.228
C 2.174 4.012 -2.216
C 2.533 5.289 -1.865
C 2.490 5.712 -0.535
C 2.035 4.848 0.452
C 1.634 3.567 0.119
P 1.033 2.325 1.295
C -0.480 2.881 2.106
C -1.038 4.119 1.794
C -2.147 4.561 2.493
C -2.710 3.771 3.484
C -2.183 2.518 3.760
C -1.078 2.059 3.065
C 2.314 2.119 2.561
C 2.061 1.954 3.919
C 3.113 1.713 4.787
C 4.413 1.637 4.310
C 4.671 1.835 2.959
C 3.626 2.061 2.084
H 2.253 3.690 -3.243
H 2.867 5.976 -2.627
H 2.821 6.705 -0.275
H 1.998 5.174 1.482
H -0.599 4.729 1.020
H -2.570 5.526 2.269
H -3.569 4.126 4.033
H -2.631 1.891 4.517
H -0.686 1.072 3.267
H 1.059 2.023 4.307
H 2.920 1.575 5.841
H 5.229 1.426 4.987
H 5.687 1.808 2.591
H 3.809 2.205 1.027
C 5.620 -2.480 -0.032
C 4.656 -1.896 1.010
C 3.680 -1.082 0.371
N 2.938 -0.463 -0.258
H 6.355 -3.103 0.467
H 6.130 -1.687 -0.573
H 5.077 -3.090 -0.748
H 5.197 -1.291 1.744
H 4.134 -2.698 1.544
O -1.403 -1.240 2.037
Cl -0.105 -1.707 2.340
O 0.499 -0.934 3.335
O -0.105 -3.084 2.589
O 0.683 -1.532 1.105
*
```

Total energy   -100969.0808 eV
Orbital gap (alpha / beta)   3.654 / 3.707 eV
Highest occupied orbital energy (alpha / beta)   -11.50 / -11.65 eV
Relative energy (zero: lowest compared OMol25 entry of this formula, charge and spin)   108.0 kJ/mol
LUMO level (alpha / beta)   -7.850 / -7.943 eV